Density functional theory data (the ωB97M-V functional and the def2-TZVPD basis) for C3H5Br3Si as an isolated structure in a non-equilibrium geometry.

Summary:
Gap between HOMO and LUMO ... 9.277 eV
ΔE to the lowest compared entry with this formula, charge and spin ... 39.76 kcal/mol
Electronic energy ... -221198.481 eV

Geometry as ORCA input:
```
! RIJCOSX wB97M-V def2-TZVPD def2/J DEFGRID3
* xyz 0 1
C -0.332 -0.288 0.835
C 0.267 -1.423 1.030
C -0.732 0.263 -0.529
Si 0.833 -2.509 3.160
Br 2.551 -1.505 4.173
Br -1.046 -2.736 4.233
Br 1.424 -4.555 2.586
H -0.652 0.397 1.561
H 0.516 -2.165 0.154
H -0.324 -0.444 -1.193
H -0.086 1.091 -0.520
H -1.801 0.550 -0.628
*
```



Density functional theory data (the ωB97M-V functional and the def2-TZVPD basis) for an isolated molecule of C3H5BrF2S in a non-equilibrium geometry.

Summary:
Gap between HOMO and LUMO ... 10.252 eV
ΔE to the lowest compared entry with this formula, charge and spin ... 0.00 kcal/mol
Electronic energy ... -89503.898 eV
SMILES ... CCSC(F)(F)Br

Geometry as ORCA input:
```
! RIJCOSX wB97M-V def2-TZVPD def2/J DEFGRID3
* xyz 0 1
C 1.513 0.214 -0.726
C 0.918 0.035 0.609
C -1.946 -0.247 0.208
F -1.518 -0.731 -0.938
F -2.014 -1.277 1.057
S -0.688 1.087 0.732
Br -3.667 0.559 -0.029
H 0.954 -0.199 -1.523
H 1.445 1.226 -0.963
H 2.574 -0.269 -0.721
H 1.533 0.550 1.223
H 0.896 -0.947 1.072
*
```



Density functional theory data (the ωB97M-V functional and the def2-TZVPD basis) for an isolated molecule of C3H5BrFN in a non-equilibrium geometry.

Summary:
Gap between HOMO and LUMO ... 10.407 eV
ΔE to the lowest compared entry with this formula, charge and spin ... 57.35 kcal/mol
Electronic energy ... -77438.024 eV
SMILES ... C=CCN(F)Br

Geometry as ORCA input:
```
! RIJCOSX wB97M-V def2-TZVPD def2/J DEFGRID3
* xyz 0 1
C -1.685 0.182 -0.155
C -0.611 0.785 0.290
C 0.778 0.257 0.340
N 0.842 -1.173 -0.205
F 0.949 -1.087 -1.574
Br 2.536 -1.776 0.282
H -2.678 0.581 -0.046
H -1.778 -0.823 -0.622
H -0.779 1.773 0.641
H 0.982 0.269 1.341
H 1.444 1.011 -0.294
*
```



Density functional theory data (the ωB97M-V functional and the def2-TZVPD basis) for a 2-piece molecular cluster, C3H5BrINO3 overall in a non-equilibrium geometry.

Summary:
Gap between HOMO and LUMO ... 8.723 eV
ΔE to the lowest compared entry with this formula, charge and spin ... 5.85 kcal/mol
Electronic energy ... -88962.495 eV
SMILES ... [O-]/[N+](O)=C(\Br)I.CC=O

Geometry as ORCA input:
```
! RIJCOSX wB97M-V def2-TZVPD def2/J DEFGRID3
* xyz 0 1
C -1.746 -0.250 0.394
C -0.758 0.487 1.278
C 1.781 -0.498 -0.167
N 1.028 -0.152 -1.196
O 0.140 -0.897 -1.691
O 1.098 1.121 -1.655
O -0.088 1.435 0.918
Br 1.523 -2.244 0.450
I 3.190 0.850 0.561
H -2.557 0.345 0.196
H -1.899 -1.159 0.832
H -1.213 -0.529 -0.645
H -0.727 -0.025 2.371
H 0.228 1.518 -1.645
*
```